Record 1
Entry from the OMol25 dataset: a structure of composition C7H13NO in a non-equilibrium geometry (ωB97M-V/def2-TZVPD).

Each line ends with the Mulliken charge.
Cartesian coordinates (Å):
C: -2.57524 -0.84700 0.03065  -1.76
C: -1.22648 -0.12902 0.00717  0.72
C: -1.23045 1.39239 -0.04075  -0.78
C: 0.72224 0.38948 0.00901  0.87
C: 2.23145 0.56124 0.17484  -0.89
C: -0.15927 -0.35927 1.03305  -0.37
C: -0.10184 -0.37461 -1.06342  -0.67
H: -3.11633 -0.63192 -0.83764  0.40
H: -2.29408 -1.91624 0.09812  0.36
H: -3.11157 -0.45663 0.87129  0.38
H: -1.87729 1.89641 -0.82707  0.32
H: -1.63944 1.87914 0.89356  0.29
H: 2.50052 0.84745 1.28065  0.31
H: 2.50022 1.49200 -0.41338  0.30
H: 3.81037 -0.84822 0.42497  0.25
H: 2.94340 -0.93458 -1.08126  0.20
H: 0.01595 -1.47647 0.90756  0.30
H: -0.27686 0.05076 2.11004  0.25
H: 0.19420 -1.47078 -1.18000  0.31
H: -0.33606 0.04421 -2.10919  0.24
N: 2.85351 -0.77860 -0.09715  -0.54
O: 0.17305 1.67024 -0.19105  -0.50

Forces on atoms 1 to 6 (eV/Å):
C 2.687 -0.313 0.740
C -1.092 0.686 -1.246
C -1.579 1.756 0.097
C 0.958 -0.266 -0.163
C 0.155 -0.191 1.122
C 0.494 -0.915 1.510

For the LUMO energy, the calculation gives 0.891 eV. The strongest force on any atom is 3.19 eV Å⁻¹. The relative energy (zero: lowest compared OMol25 entry of this formula, charge and spin) comes out at 60.8 kcal/mol. Its net charge is 0. The HOMO-LUMO gap is 10.06 eV.



Record 2
Entry from the OMol25 dataset: the molecule C17H24N2O3 (ωB97M-V/def2-TZVPD).

Each line ends with the Mulliken charge.
Cartesian coordinates (Å):
C: 1.83104 -5.54102 3.56517  -1.34
C: 2.32780 -4.44024 2.64933  1.12
O: 3.40347 -4.51957 2.08361  -0.66
N: 1.53168 -3.35498 2.51133  0.05
C: 0.19248 -3.18377 3.02134  -0.86
C: -0.81918 -3.18341 1.87040  -1.08
C: -0.46828 -2.12503 0.81945  0.23
C: -0.71500 -0.71149 1.34608  0.13
O: -0.94525 -0.44161 2.50658  -0.68
N: -0.62875 0.23763 0.38596  -0.05
C: -0.92108 1.62790 0.63939  -0.72
C: -2.20394 2.04889 -0.08990  -0.69
O: -2.08697 1.90172 -1.48736  -0.50
C: -1.40148 2.83801 -2.21535  0.77
C: -1.28120 2.56007 -3.57754  -0.52
C: -0.62591 3.43539 -4.41525  -0.49
C: -0.06838 4.61386 -3.92716  0.64
C: 0.64678 5.55366 -4.84971  -1.39
C: -0.19278 4.88099 -2.57397  -0.94
C: -0.84797 4.00949 -1.71775  -0.18
C: 0.99485 -2.29527 0.38341  -0.80
C: 1.91797 -2.29828 1.60137  -1.06
H: 1.66720 -5.16172 4.57103  0.34
H: 0.90708 -5.97305 3.18759  0.32
H: 2.59332 -6.31468 3.59899  0.34
H: -0.05593 -3.96965 3.73107  0.51
H: 0.13522 -2.21923 3.53542  0.25
H: -1.81217 -2.98342 2.27441  0.39
H: -0.82701 -4.16594 1.39272  0.41
H: -1.11859 -2.26289 -0.05302  0.46
H: -0.55874 -0.02914 -0.58380  0.28
H: -1.05122 1.73919 1.71769  0.39
H: -0.07840 2.24075 0.30348  0.45
H: -2.48424 3.07177 0.18432  0.37
H: -3.01772 1.37589 0.19469  0.37
H: -1.71904 1.64922 -3.95529  0.41
H: -0.54420 3.20442 -5.46745  0.37
H: 0.00322 5.83314 -5.68255  0.34
H: 0.95127 6.45636 -4.32649  0.34
H: 1.53532 5.07647 -5.26231  0.31
H: 0.22937 5.78892 -2.16740  0.28
H: -0.91898 4.26630 -0.67215  0.35
H: 1.29331 -1.49755 -0.29831  0.49
H: 1.10157 -3.24868 -0.13886  0.45
H: 2.95128 -2.47994 1.30076  0.46
H: 1.85233 -1.33844 2.12496  0.36

Forces on atoms 1 to 6 (eV/Å):
C 0.233 -0.024 -0.118
C -0.053 -0.209 0.247
O 0.301 -0.186 -0.129
N -0.025 0.336 -0.056
C -0.391 -0.101 0.128
C 0.005 0.266 0.137

For the LUMO energy, the calculation gives 0.639 eV. The strongest force on any atom is 0.61 eV Å⁻¹. As for the structure (SMILES): CC(=O)N1CCC(C(=O)NCCOc2ccc(C)cc2)CC1. The relative energy (zero: lowest compared OMol25 entry of this formula, charge and spin) comes out at 21.1 kcal/mol. Its net charge is 0. The HOMO-LUMO gap is 9.17 eV.



Record 3
Entry from the OMol25 dataset: a cluster of 7 separate species, C17H42N5O11 in total in a non-equilibrium geometry (ωB97M-V/def2-TZVPD).

Each line ends with the Mulliken charge.
Cartesian coordinates (Å):
C: -6.39432 -4.27659 -3.70981  -0.96
C: -4.93808 -4.40301 -4.04807  0.47
O: -4.37374 -5.36635 -4.40835  -0.38
N: -4.19235 -3.02006 -4.09509  -0.11
H: -3.25437 -3.28829 -4.35652  0.36
H: -4.55653 -2.33405 -4.74075  0.35
C: -4.13978 -2.46281 -2.65290  -0.90
H: -6.92294 -3.38783 -4.05443  0.37
H: -6.50350 -4.36448 -2.62885  0.33
H: -6.86550 -5.13291 -4.19230  0.33
H: -4.11763 -3.28012 -1.93206  0.35
H: -4.94147 -1.75873 -2.43006  0.34
H: -3.13938 -2.04041 -2.55872  0.43
C: -3.71146 8.23483 -3.27957  -0.88
C: -2.94636 8.12757 -1.91589  0.49
O: -3.22437 8.76363 -0.87852  -0.41
N: -1.74853 7.16312 -1.89921  -0.18
H: -1.76099 6.46384 -2.62787  0.40
H: -0.89218 7.67211 -2.06559  0.35
C: -1.49519 6.44045 -0.51730  -0.84
H: -4.76853 8.33127 -3.03179  0.32
H: -3.50263 7.42494 -3.97855  0.34
H: -3.39726 9.20616 -3.66158  0.31
H: -0.61425 5.80203 -0.58424  0.38
H: -2.31233 5.84916 -0.10409  0.36
H: -1.25529 7.22671 0.19849  0.35
C: 4.85107 -3.48281 0.89276  -1.05
C: 4.64602 -3.79200 -0.55132  0.54
O: 4.65376 -4.88344 -1.03173  -0.42
N: 4.23775 -2.66029 -1.41911  -0.09
H: 3.73020 -2.86467 -2.26806  0.36
H: 3.73441 -1.95421 -0.90124  0.31
C: 5.55026 -1.90084 -1.90786  -0.78
H: 4.97017 -4.44069 1.39912  0.32
H: 4.01970 -2.92870 1.32850  0.38
H: 5.65155 -2.78771 1.14609  0.36
H: 6.33313 -1.81601 -1.15419  0.33
H: 5.25032 -0.87670 -2.12983  0.35
H: 5.95801 -2.50745 -2.71648  0.37
C: 4.68936 4.96009 1.80753  -1.00
C: 6.08133 4.79895 2.44229  0.43
O: 6.26152 4.99099 3.62952  -0.40
N: 7.18528 4.31545 1.52021  -0.13
H: 7.59954 3.48425 1.91719  0.37
H: 6.77073 4.01107 0.65096  0.39
C: 8.09319 5.53529 1.10735  -0.74
H: 4.39520 4.04344 1.29634  0.40
H: 4.82527 5.78119 1.10366  0.34
H: 4.05602 5.19668 2.66252  0.31
H: 7.55574 6.27316 0.51168  0.32
H: 8.81369 4.98790 0.49962  0.37
H: 8.58230 6.04368 1.93825  0.34
C: -0.45391 -6.26554 1.81388  -1.15
C: -1.64733 -5.99940 2.69111  0.66
O: -2.68104 -6.65403 2.60271  -0.40
N: -1.68339 -4.72149 3.59357  -0.25
H: -0.73809 -4.58030 3.92001  0.39
H: -1.84320 -3.96827 2.93995  0.38
C: -2.75914 -4.75339 4.78627  -0.76
H: 0.54098 -6.03488 2.19479  0.37
H: -0.40040 -5.52778 1.01329  0.33
H: -0.38262 -7.23443 1.31964  0.34
H: -3.71918 -5.04249 4.35868  0.35
H: -2.66638 -3.72165 5.12540  0.36
H: -2.19358 -5.30469 5.53748  0.36
O: -0.54171 0.99019 0.37289  -0.45
C: 0.23069 -0.08958 0.52512  0.61
O: 1.39937 0.06258 0.33090  -0.72
O: -0.28376 -1.19420 0.92825  -0.75
H: -1.32876 0.63510 0.79249  0.33
O: -6.42555 -1.98972 3.69794  -0.45
C: -6.07423 -1.76064 2.46416  0.66
O: -5.14781 -0.92645 2.29498  -0.77
O: -6.65240 -2.36149 1.55403  -0.74
H: -7.07545 -2.67412 3.52237  0.32

Forces on atoms 1 to 6 (eV/Å):
C 0.079 -0.533 0.103
C -1.933 0.742 -1.370
O 0.877 0.304 0.387
N 0.133 -1.003 2.101
H 0.434 0.156 -0.362
H -0.362 0.055 -0.326

For the LUMO energy, the calculation gives -6.765 eV. The strongest force on any atom is 5.85 eV Å⁻¹. The relative energy (zero: lowest compared OMol25 entry of this formula, charge and spin) comes out at 157.2 kcal/mol. Its net charge is +3. The HOMO-LUMO gap is 3.28 eV.